Formula: C21H42FN2O2S
Source: the OMol25 dataset
Level of theory: the ωB97M-V functional and the def2-TZVPD basis

## Properties
E in Ha: -1582.88511
HOMO energy in hartree: -0.430
Total charge: +1
Frontier orbital gap in eV: 9.06

The geometry in XYZ format:
```
69
Properties=species:S:1:pos:R:3:forces:R:3:nbo_charge:R:1
C 3.9768 0.6709 -0.9422 -4.4 -3.7 -0.9 -0.251
C 2.8813 -0.0283 -1.0244 4.6 1.8 1.1 -0.068
C 1.6932 -1.1312 -0.9455 1.1 1.2 0.6 -0.463
C 0.2492 -0.4587 -0.7163 -0.9 -0.8 -0.7 -0.406
C -0.1512 0.6869 -1.7732 0.2 0.7 1.5 -0.263
N 0.2149 0.3964 -3.2036 -0.8 0.9 0.9 -0.593
C -0.3438 -0.8951 -3.7064 -1.8 -1.8 -2.1 -0.269
C 0.1155 -1.2410 -5.2462 1.4 -0.7 1.4 -0.422
C 1.5002 -2.1165 -5.0805 -0.1 1.0 0.1 -0.407
C 2.5014 -1.7970 -6.3079 0.4 -1.6 0.5 -0.417
C 3.6942 -0.7690 -5.9654 0.4 0.6 -1.0 -0.412
C 3.2974 0.7994 -6.0880 0.1 -0.2 0.7 -0.413
C 3.4295 1.4416 -4.6152 -0.7 0.6 0.0 -0.633
S -0.4782 1.7449 -4.1023 -2.4 0.6 -8.0 2.303
O 0.4043 2.1928 -5.2437 -1.5 -1.1 4.7 -0.829
O -1.8266 1.3774 -4.7184 3.6 0.8 3.6 -0.860
F -0.7538 3.0914 -3.1319 0.9 -2.6 -0.8 -0.460
H 5.0440 1.0983 -1.0606 -2.6 -0.7 0.3 0.283
H 1.8598 -1.8696 -0.0599 0.1 1.5 -1.5 0.241
H 1.7923 -1.7599 -1.8985 -0.4 1.1 1.3 0.255
H -0.5275 -1.3270 -0.7875 1.3 1.4 0.1 0.214
H 0.1070 -0.0309 0.3581 0.6 -0.6 -1.9 0.205
H 0.4569 1.6341 -1.4700 -1.2 -1.6 -0.6 0.240
H -1.2920 0.9196 -1.7454 1.9 -0.5 0.5 0.208
H 0.0012 -1.8233 -3.0932 -0.3 2.2 -0.7 0.228
H -1.5058 -0.9482 -3.6893 1.8 0.5 0.2 0.221
H -0.6903 -1.8843 -5.7767 1.3 1.4 0.9 0.232
H 0.4178 -0.3100 -5.8416 -0.9 -1.3 0.9 0.242
H 2.0260 -1.7923 -4.0900 -0.9 -0.4 -1.7 0.184
H 1.2417 -3.2286 -4.9444 0.4 1.6 -0.5 0.210
H 3.0089 -2.8092 -6.5868 -0.8 1.8 0.3 0.214
H 1.8540 -1.5007 -7.2086 1.2 -0.2 1.2 0.213
H 4.5466 -0.9502 -6.7375 -1.4 0.1 1.5 0.217
H 4.1207 -0.9272 -4.9009 -0.7 -0.1 -1.8 0.204
H 4.0028 1.4051 -6.7807 -1.1 -1.3 1.0 0.212
H 2.2467 0.8489 -6.5456 1.5 0.3 0.9 0.209
H 2.9694 2.5116 -4.5705 0.9 -1.8 -0.2 0.223
H 4.5403 1.5056 -4.3338 -1.6 -0.1 -0.4 0.201
H 2.8908 0.8315 -3.7862 0.9 0.9 -1.6 0.207
C -2.9865 1.1237 7.5343 0.0 0.1 0.1 -0.619
C -1.6310 1.6097 7.0343 0.0 -0.1 0.1 -0.406
C -1.6543 2.1801 5.6153 0.2 0.1 0.2 -0.433
C -2.2462 1.3359 4.4805 0.2 0.2 0.1 -0.211
N -1.4966 0.0552 4.0883 0.1 -0.3 -0.5 -0.219
C -1.6309 -1.0977 5.0820 -0.2 0.1 0.1 -0.218
C -2.9776 -1.7077 4.7720 -0.3 0.1 0.3 -0.423
C -3.0067 -1.7191 3.2585 -0.2 -0.5 -0.5 -0.435
C -2.1679 -0.5263 2.8107 0.1 0.2 0.1 -0.208
C -0.0410 0.3513 3.8081 -0.5 0.0 0.1 -0.404
H -3.4927 0.4747 6.8171 0.0 0.0 0.0 0.182
H -2.8664 0.5605 8.4593 -0.1 0.0 0.0 0.233
H -3.6461 1.9727 7.7380 0.0 -0.1 -0.1 0.227
H -0.8832 0.8165 7.1112 0.0 0.0 0.0 0.187
H -1.2794 2.3924 7.7146 0.0 0.0 -0.2 0.236
H -0.6429 2.5058 5.3519 -0.1 0.0 -0.1 0.220
H -2.2442 3.1041 5.6525 -0.1 -0.2 -0.3 0.245
H -2.2373 1.9624 3.5828 0.0 -0.2 0.0 0.229
H -3.2881 1.0701 4.6732 0.2 -0.2 0.0 0.229
H -0.8279 -1.8118 4.8721 -0.1 0.2 -0.1 0.224
H -1.5381 -0.7527 6.1048 0.1 0.2 -0.1 0.247
H -3.7946 -1.0914 5.1641 0.2 -0.1 0.1 0.218
H -3.0867 -2.7060 5.2002 0.1 0.1 0.0 0.257
H -4.0269 -1.6714 2.8712 0.2 0.0 0.0 0.247
H -2.5602 -2.6452 2.8812 -0.1 0.2 0.0 0.229
H -2.7679 0.2536 2.3377 0.2 0.0 0.1 0.235
H -1.3812 -0.8420 2.1206 0.0 0.2 0.2 0.229
H 0.4395 0.6630 4.7350 0.0 0.0 -0.1 0.236
H 0.0093 1.1388 3.0527 0.1 -0.1 0.2 0.233
H 0.4380 -0.5574 3.4365 -0.1 0.1 0.1 0.230
```
Forces are in eV/Å.

Formula: C21H42NO3OsP3
Source: the OMol25 dataset
Level of theory: the ωB97M-V functional and the def2-TZVPD basis

## Properties
Multiplicity: 5
E in Ha: -2218.89200
HOMO energy (spin up / spin down) in hartree: -0.646 / -0.784
Total charge: +4
<S²>: 6.052
Frontier orbital gap (spin up / spin down) in eV: 5.51 / 5.52

The geometry in XYZ format:
```
71
Properties=species:S:1:pos:R:3:forces:R:3:lowdin_charge:R:1
P -1.5919 1.1611 -1.5602 -0.6 0.7 -0.2 0.909
C -2.7808 2.0128 -0.5170 0.0 -0.1 0.3 -0.188
H -3.4062 2.6278 -1.1916 0.2 -0.1 0.5 0.101
H -2.2457 2.6172 0.2294 -0.4 -0.1 -0.4 0.035
H -3.3805 1.2261 -0.0292 0.0 0.6 -0.1 0.070
C -0.4931 2.4618 -2.2095 0.2 0.2 -0.2 -0.187
H -0.0142 2.1849 -3.1520 -0.2 0.1 0.2 0.044
H 0.2955 2.6844 -1.4727 -0.3 -0.1 -0.2 0.046
H -1.0624 3.3870 -2.3972 0.0 -0.3 0.1 0.092
C -2.6778 0.3522 -2.7623 0.1 -0.1 -0.1 -0.176
H -3.0764 1.1257 -3.4275 -0.2 -0.2 0.0 0.096
H -3.4871 -0.1144 -2.1736 0.2 0.3 -0.3 0.089
H -2.1873 -0.4407 -3.3401 -0.3 0.4 0.1 0.035
P -0.6781 -3.4890 -0.4040 -0.3 -2.3 0.3 0.831
C -1.6898 -3.8880 1.0222 -0.3 -0.1 0.3 -0.214
H -1.9030 -4.9705 1.0382 0.0 0.3 -0.1 0.096
H -2.6243 -3.3278 0.9930 0.0 -0.2 0.1 0.059
H -1.1289 -3.6415 1.9230 -0.2 0.0 0.1 0.054
C -1.7378 -3.9532 -1.8229 -0.1 -0.1 -0.3 -0.197
H -1.1904 -4.2537 -2.7244 -0.1 -0.2 0.3 0.064
H -2.3342 -3.0755 -2.1151 0.0 -0.2 0.3 0.050
H -2.4411 -4.7459 -1.5394 0.3 0.1 -0.1 0.084
C 0.7677 -4.5912 -0.0974 0.2 -0.1 -0.2 -0.188
H 0.5324 -5.6411 -0.3234 0.0 0.2 0.1 0.087
H 1.0198 -4.5200 0.9737 -0.3 0.0 -0.3 0.072
H 1.6790 -4.3083 -0.6469 -0.4 -0.2 0.1 0.032
P 2.4216 0.0250 0.7955 0.3 0.5 0.9 0.927
C 2.3314 0.4520 2.5468 -0.1 -0.1 0.1 -0.181
H 3.2913 0.9339 2.8094 -0.4 -0.3 0.1 0.098
H 2.1575 -0.4829 3.1126 0.2 0.7 0.0 0.085
H 1.4922 1.1599 2.6797 0.6 -0.5 0.1 0.038
C 3.6691 -1.2772 0.6681 0.2 0.0 -0.3 -0.169
H 4.4326 -1.0875 1.4322 -0.1 -0.1 -0.1 0.094
H 4.1410 -1.3266 -0.3201 0.1 0.1 0.4 0.060
H 3.1830 -2.2444 0.8590 0.2 0.2 0.2 0.073
C 2.7948 1.6148 0.0012 0.1 0.1 -0.5 -0.175
H 3.8487 1.8672 0.1848 -0.1 -0.1 0.0 0.098
H 2.1643 2.3846 0.4647 0.1 -0.3 0.0 0.039
H 2.6156 1.6371 -1.0832 0.1 0.0 0.5 0.028
Os 0.3207 -1.1566 -1.1150 -0.5 3.6 2.9 1.149
C -1.4084 -0.8160 -0.3184 -4.5 -1.2 2.6 -0.488
O -2.3820 -0.9603 0.3709 3.9 1.2 -3.1 0.085
C 0.5177 -1.2411 0.8179 -0.7 -1.3 3.8 -0.501
O 0.2242 -1.5130 1.9421 1.4 1.1 -3.6 0.078
C 2.1180 -2.0566 -2.0224 1.6 -0.2 -0.7 -0.181
C 2.4555 -0.7013 -2.2539 -0.2 -0.3 0.1 -0.103
C 1.5675 0.1334 -2.9281 0.5 0.7 -0.3 -0.089
C 0.3841 -0.3766 -3.4498 -0.4 0.2 0.0 -0.099
C 0.0123 -1.7063 -3.1791 -0.4 -0.8 -2.3 -0.215
C 0.9718 -2.5713 -2.6346 0.1 -2.0 -0.4 -0.195
H 2.8159 -2.6847 -1.4689 -0.3 0.0 -0.4 0.126
H 3.3698 -0.2812 -1.8720 0.1 0.0 0.0 0.115
H 1.7982 1.1977 -3.0002 0.0 -0.4 -0.3 0.127
H -0.3034 0.2639 -3.9913 0.1 -0.1 0.0 0.127
H -0.9390 -2.0990 -3.5525 0.6 0.1 0.0 0.131
H 0.7706 -3.6409 -2.5602 0.1 0.4 -0.2 0.117
C -1.1222 4.4472 3.8964 -0.2 0.6 -0.4 0.080
N -0.7761 3.6771 2.7172 1.5 2.1 -0.1 0.015
C 0.0383 4.3274 1.7084 -0.2 1.1 -0.4 0.050
C -0.8885 2.3302 2.5981 -0.4 -3.7 -0.8 -0.412
C -1.6283 1.5614 3.6509 0.3 0.1 -0.4 0.066
O -0.3728 1.7691 1.5997 -0.8 1.5 1.6 0.048
H -0.8904 5.4963 3.6899 -0.1 -0.3 0.2 0.127
H -0.5307 4.1249 4.7593 0.0 -0.3 0.1 0.158
H -2.1866 4.3599 4.1305 0.0 -0.3 0.1 0.148
H -0.3351 4.0976 0.6968 0.2 0.0 0.4 0.114
H 0.0019 5.4056 1.8870 0.0 -0.3 -0.2 0.127
H 1.0876 4.0056 1.7876 -0.2 -0.1 0.1 0.132
H -1.6915 0.5429 3.2789 -0.1 -0.1 0.2 0.097
H -1.0701 1.5598 4.5976 -0.3 0.1 -0.1 0.129
H -2.6354 1.9687 3.7931 0.2 0.0 0.2 0.123
```
Forces are in eV/Å.